(1)
C6H5Cl2InMnNO3 | the ωB97M-V functional and the def2-TZVPD basis

Last column: Mulliken spin population.
CARTESIAN COORDINATES (ANGSTROEM)
Mn  -0.763  -0.537  -2.936  4.041
In  0.389  -0.377  -0.157  -0.112
Cl  -1.680  -2.124  -1.660  0.084
Cl  -1.221  1.319  -1.688  0.038
C  1.362  1.750  0.852  -0.011
C  -0.096  -1.900  -4.004  -0.161
C  -0.116  0.617  -4.261  -0.142
O  1.702  2.745  1.293  0.002
O  0.259  -2.868  -4.539  0.072
O  0.343  1.247  -5.126  0.075
C  0.388  0.190  5.182  0.024
C  -0.760  -0.632  4.570  0.009
C  -0.702  -0.635  3.117  0.007
N  -0.599  -0.624  1.959  0.020
H  1.349  -0.257  4.912  0.011
H  0.316  0.235  6.272  0.001
H  0.372  1.212  4.788  0.013
H  -0.721  -1.676  4.924  0.014
H  -1.740  -0.228  4.882  0.015

The HOMO energy (spin up / spin down) is -24.5 / -24.1 eV. The gap between HOMO and LUMO (spin up / spin down) comes out at 3.877 / 2.946 eV. Its spin multiplicity is 5. Its total charge is +4. Its expectation value of S² is 6.12. The maximum force comes out at 0.202 Eh/bohr.

---

(2)
C5H4S | the ωB97M-V functional and the def2-TZVPD basis

Last column: Löwdin charge in e.
CARTESIAN COORDINATES (ANGSTROEM)
C  2.158  -0.970  -1.792  0.088
C  1.336  -0.500  -1.064  -0.085
C  0.384  0.091  -0.059  -0.125
C  -0.876  -0.126  0.244  -0.217
C  -1.485  0.871  1.007  -0.666
S  -0.901  1.979  2.090  0.661
H  2.657  -1.859  -2.128  0.039
H  0.892  0.891  0.523  0.088
H  -1.630  -1.094  -0.019  0.188
H  -2.535  0.716  1.198  0.029

The HOMO energy is -8.8 eV. As for the SMILES: C#C/C=C/C=S. The gap between HOMO and LUMO comes out at 7.447 eV. For the relative energy (zero: lowest compared OMol25 entry of this formula, charge and spin), the calculation gives 66.29 kcal/mol. The maximum force comes out at 0.089 Eh/bohr.

---

(3)
C2H4BrN | the ωB97M-V functional and the def2-TZVPD basis

Last column: Löwdin charge in e.
CARTESIAN COORDINATES (ANGSTROEM)
C  1.070  0.038  -0.295  -0.079
C  -0.439  -0.211  -0.154  -0.336
N  -0.910  0.200  0.965  -0.504
Br  -2.635  -0.050  1.579  0.577
H  1.329  0.387  0.754  0.101
H  0.966  0.904  -0.861  0.038
H  1.619  -0.671  -0.912  0.074
H  -1.000  -0.597  -1.076  0.129

The HOMO energy is -9.5 eV. As for the SMILES: C/C=N/Br. The gap between HOMO and LUMO comes out at 10.118 eV. For the relative energy (zero: lowest compared OMol25 entry of this formula, charge and spin), the calculation gives 34.13 kcal/mol. The maximum force comes out at 0.051 Eh/bohr.

---

(4)
C4H13N3 | the ωB97M-V functional and the def2-TZVPD basis

Last column: Löwdin charge in e.
CARTESIAN COORDINATES (ANGSTROEM)
C  2.476  1.434  0.535  -0.034
C  0.953  1.688  0.351  -0.168
N  0.280  0.509  -0.315  0.019
C  -1.131  0.658  0.142  -0.078
N  -1.766  -0.649  -0.274  0.061
C  -1.220  -1.871  0.194  -0.063
N  -1.439  -2.907  -0.492  0.239
H  3.142  1.365  -0.268  0.069
H  2.663  2.450  0.842  0.089
H  2.946  0.874  1.387  0.119
H  0.769  2.594  -0.126  0.121
H  0.468  1.753  1.320  0.124
H  0.496  0.741  -1.472  0.320
H  0.727  -0.266  0.093  0.113
H  -1.515  1.436  -0.638  0.205
H  -1.149  0.719  1.249  0.164
H  -2.631  -0.627  -0.839  0.180
H  -0.255  -1.795  0.816  0.200
H  -0.997  -3.751  -0.253  0.143
H  -1.722  -3.120  -1.433  0.178

The HOMO energy is -19.6 eV. As for the SMILES: CC[NH2+]CNC=[NH2+]. The gap between HOMO and LUMO comes out at 10.841 eV. For the relative energy (zero: lowest compared OMol25 entry of this formula, charge and spin), the calculation gives 97.68 kcal/mol. Its total charge is +2. The maximum force comes out at 0.118 Eh/bohr.

---

(5)
C3H5NO3 | the ωB97M-V functional and the def2-TZVPD basis

Last column: Löwdin charge in e.
CARTESIAN COORDINATES (ANGSTROEM)
O  1.658  -2.023  -0.205  0.091
C  0.918  -1.133  0.153  -0.557
O  0.981  -0.467  1.304  0.078
C  -0.281  -0.877  -0.715  -0.118
C  -0.903  0.361  -0.733  -0.163
N  -0.767  1.275  0.142  -0.058
O  -1.346  2.482  -0.032  -0.002
H  0.145  0.203  1.407  0.161
H  -0.030  -1.161  -1.857  0.190
H  -0.954  -1.755  -0.477  0.161
H  -1.649  0.669  -1.392  0.117
H  -0.891  3.076  0.560  0.100

The HOMO energy is -10.1 eV. As for the SMILES: O=C(O)C/C=N/O. The gap between HOMO and LUMO comes out at 10.754 eV. For the relative energy (zero: lowest compared OMol25 entry of this formula, charge and spin), the calculation gives 80.21 kcal/mol. The maximum force comes out at 0.107 Eh/bohr.

---

(6)
C4H4Ba | the ωB97M-V functional and the def2-TZVPD basis

Last column: Löwdin charge in e.
CARTESIAN COORDINATES (ANGSTROEM)
C  0.720  -1.178  0.564  -0.255
C  -0.162  -1.072  -0.307  -0.114
H  0.199  -2.396  0.414  0.223
Ba  3.363  -0.688  0.070  1.918
C  -0.674  0.250  -0.607  -0.190
C  -0.830  1.254  0.275  0.108
H  -1.155  2.238  -0.065  0.101
H  -1.007  0.383  -1.641  0.117
H  -0.454  1.211  1.297  0.091

The HOMO energy is -17.7 eV. The gap between HOMO and LUMO comes out at 8.530 eV. Its total charge is +2. The maximum force comes out at 0.088 Eh/bohr.

---

(7)
C5H4O2S | the ωB97M-V functional and the def2-TZVPD basis

Last column: Löwdin charge in e.
CARTESIAN COORDINATES (ANGSTROEM)
C  -2.622  -1.413  -0.433  0.135
C  -1.794  -0.547  -0.134  -0.032
C  -0.643  0.328  0.171  -0.489
O  -0.448  0.829  1.536  -0.028
C  -0.460  1.670  -0.550  0.006
O  1.070  1.334  -0.714  -0.042
C  0.802  0.041  -0.296  -0.765
S  1.781  -1.234  0.046  0.719
H  -3.227  -2.361  -0.533  0.069
H  -0.275  0.262  2.304  0.116
H  -0.740  2.611  -0.010  0.144
H  -0.927  1.445  -1.626  0.168

The HOMO energy is -9.1 eV. As for the SMILES: C#C[C@]1(O)COC1=S. The gap between HOMO and LUMO comes out at 9.027 eV. For the relative energy (zero: lowest compared OMol25 entry of this formula, charge and spin), the calculation gives 99.40 kcal/mol. The maximum force comes out at 0.070 Eh/bohr.

---

> What is the maximum force in the third record?

0.051 Eh/bohr

---

> maximum force of number 2 (C5H4S)?

0.089 Eh/bohr

---

Copy entry 2 word for word.
C5H4S | the ωB97M-V functional and the def2-TZVPD basis

Last column: Löwdin charge in e.
CARTESIAN COORDINATES (ANGSTROEM)
C  2.158  -0.970  -1.792  0.088
C  1.336  -0.500  -1.064  -0.085
C  0.384  0.091  -0.059  -0.125
C  -0.876  -0.126  0.244  -0.217
C  -1.485  0.871  1.007  -0.666
S  -0.901  1.979  2.090  0.661
H  2.657  -1.859  -2.128  0.039
H  0.892  0.891  0.523  0.088
H  -1.630  -1.094  -0.019  0.188
H  -2.535  0.716  1.198  0.029

The HOMO energy is -8.8 eV. As for the SMILES: C#C/C=C/C=S. The gap between HOMO and LUMO comes out at 7.447 eV. For the relative energy (zero: lowest compared OMol25 entry of this formula, charge and spin), the calculation gives 66.29 kcal/mol. The maximum force comes out at 0.089 Eh/bohr.

---

> Which value of maximum force does entry 7 give?

0.070 Eh/bohr